DFT (wB97M-V/def2-TZVPD) results for C4H8N2S in the gas phase at a distorted geometry.

Cartesian coordinates (Å):
H (1.70, 1.68, 0.05)
N (1.93, 0.60, 0.04)
C (0.93, -0.22, 0.13)
C (1.26, -1.71, 0.04)
N (-0.51, 0.31, 0.00)
C (-0.68, 1.74, 0.05)
C (-1.54, -0.54, -0.03)
S (-3.20, -0.36, 0.07)
H (0.54, -2.19, 0.78)
H (0.94, -2.09, -0.88)
H (2.29, -1.77, 0.19)
H (0.14, 2.24, -0.59)
H (-0.89, 2.09, 1.21)
H (-1.70, 1.86, -0.78)
H (-1.20, -1.62, -0.27)

Max |F|: 4.56 eV Å⁻¹
SMILES string: [H]/N=C(/C)N(C)C=S
Gap between HOMO and LUMO: 8.799 eV
LUMO level: 0.273 eV
Energy relative to the best compared isomer or geometry (same formula, charge and spin): 70.4 kcal/mol
E_tot: -18090.68929 eV

DFT (wB97M-V/def2-TZVPD) results for a molecular structure, C4H8N2S at a distorted geometry.

Cartesian coordinates (Å):
C (-1.21, 0.67, -0.72)
C (-1.36, 1.23, -2.03)
C (0.95, -1.50, 0.67)
C (1.52, -0.15, 1.05)
N (-1.40, 0.35, 0.37)
N (-1.21, -0.03, 1.53)
S (0.24, 0.75, 2.02)
H (-0.99, 0.50, -2.71)
H (-0.82, 2.17, -2.16)
H (-2.54, 1.44, -2.10)
H (0.12, -1.70, 1.29)
H (0.80, -1.72, -0.37)
H (1.68, -2.32, 0.93)
H (1.91, 0.56, 0.34)
H (2.33, -0.25, 1.88)

Max |F|: 3.47 eV Å⁻¹
Gap between HOMO and LUMO: 8.295 eV
LUMO level: 0.458 eV
Energy relative to the best compared isomer or geometry (same formula, charge and spin): 112.0 kcal/mol
E_tot: -18088.88390 eV

DFT (wB97M-V/def2-TZVPD) results for C4H8N2S2 in the gas phase.

Cartesian coordinates (Å):
S (2.22, -0.18, 1.08)
C (0.93, 0.11, -0.17)
C (0.58, -1.16, -0.90)
N (-0.53, -1.77, -0.87)
N (-1.58, -1.23, -0.18)
C (-1.26, -0.33, 0.91)
C (-0.33, 0.78, 0.40)
S (-1.08, 1.80, -0.92)
H (1.68, -1.29, 1.64)
H (1.41, 0.79, -0.89)
H (1.40, -1.61, -1.46)
H (-2.27, -1.94, 0.05)
H (-2.22, 0.10, 1.27)
H (-0.77, -0.83, 1.76)
H (-0.05, 1.43, 1.23)
H (-2.23, 2.09, -0.30)

Max |F|: 0.75 eV Å⁻¹
SMILES string: S[C@H]1C=NNC[C@@H]1S
Gap between HOMO and LUMO: 9.433 eV
LUMO level: 0.665 eV
Energy relative to the best compared isomer or geometry (same formula, charge and spin): 23.0 kcal/mol
E_tot: -28927.31275 eV

DFT (wB97M-V/def2-TZVPD) results for a gas-phase ion, C4H8N3 (charge +1) at a distorted geometry.

Cartesian coordinates (Å):
C (-1.04, -1.92, -0.31)
N (-1.17, -0.53, -0.63)
N (-2.10, 0.18, -0.26)
C (-1.97, 1.39, 0.17)
C (-0.56, 1.65, 0.51)
N (0.25, 0.71, 0.14)
C (1.69, 0.81, -0.03)
H (-0.39, -2.51, -0.96)
H (-0.76, -2.14, 0.66)
H (-2.17, -2.16, -0.38)
H (-2.79, 2.05, 0.43)
H (-0.43, 2.66, 0.70)
H (2.01, 0.46, 0.92)
H (2.05, 0.16, -0.87)
H (1.96, 1.87, 0.00)

Max |F|: 3.92 eV Å⁻¹
SMILES string: CN=[N+]=C/C=N/C
Total charge: +1
Gap between HOMO and LUMO: 9.191 eV
LUMO level: -5.503 eV
Energy relative to the best compared isomer or geometry (same formula, charge and spin): 128.5 kcal/mol
E_tot: -8737.20903 eV

DFT (wB97M-V/def2-TZVPD) results for a gas-phase ion, C4H8N3O (charge +1) at a distorted geometry.

Cartesian coordinates (Å):
H (-2.21, 0.36, -0.22)
N (-1.29, 0.02, -0.21)
C (-1.14, -1.11, -0.85)
N (-0.01, -1.72, -0.96)
C (1.12, -1.28, -0.23)
C (1.20, -0.26, 0.60)
C (0.28, 0.89, 0.72)
N (0.39, 2.03, -0.03)
O (-0.24, 1.12, 1.91)
H (-2.05, -1.68, -1.15)
H (0.05, -2.78, -1.17)
H (2.01, -1.96, -0.33)
H (2.27, -0.16, 0.97)
H (0.77, 1.99, -1.00)
H (-0.44, 2.57, 0.12)
H (-0.71, 1.95, 1.84)

Max |F|: 4.92 eV Å⁻¹
SMILES string: [H]/N=C/N/C=C\C(=[NH2+])O
Total charge: +1
Gap between HOMO and LUMO: 10.832 eV
LUMO level: -3.166 eV
Energy relative to the best compared isomer or geometry (same formula, charge and spin): 57.5 kcal/mol
E_tot: -10787.80732 eV

DFT (wB97M-V/def2-TZVPD) results for a gas-phase ion, C4H8N3O (charge +1) at a distorted geometry.

Cartesian coordinates (Å):
C (-1.35, -0.05, -2.50)
N (-1.04, 0.79, -1.39)
N (-0.51, 0.50, -0.34)
C (0.14, -0.78, 0.10)
C (0.53, -0.77, 1.58)
N (1.31, 0.52, 1.83)
C (0.90, 1.69, 1.94)
O (0.55, 2.73, 2.16)
H (-1.22, -1.20, -2.57)
H (-0.71, 0.34, -3.18)
H (-2.28, 0.27, -2.73)
H (1.20, -0.86, -0.33)
H (-0.61, -1.50, -0.01)
H (-0.21, -0.64, 2.29)
H (1.09, -1.63, 1.70)
H (2.22, 0.59, 1.46)

Max |F|: 4.49 eV Å⁻¹
SMILES string: C/N=N\CC[NH+]=C=O
Total charge: +1
Gap between HOMO and LUMO: 7.904 eV
LUMO level: -4.604 eV
Energy relative to the best compared isomer or geometry (same formula, charge and spin): 137.2 kcal/mol
E_tot: -10784.35220 eV

DFT (wB97M-V/def2-TZVPD) results for a molecular structure, C4H8N3O at a distorted geometry.

Cartesian coordinates (Å):
C (-0.23, -1.74, -1.71)
C (0.56, -0.81, 0.28)
C (-1.34, -0.20, -0.16)
C (-0.39, 0.03, 1.15)
N (-0.28, -2.68, -2.36)
N (0.31, 0.66, -1.76)
N (-0.20, -0.57, -1.00)
O (0.08, 1.26, 1.50)
H (1.58, -0.54, 0.30)
H (0.61, -1.96, 0.30)
H (-2.09, -0.99, -0.03)
H (-1.73, 0.68, -0.63)
H (-0.79, -0.37, 2.15)
H (1.23, 0.93, -1.36)
H (0.31, 0.53, -2.74)
H (0.29, 1.71, 0.61)

Max |F|: 3.45 eV Å⁻¹
Total charge: +1
Gap between HOMO and LUMO: 11.587 eV
LUMO level: -3.898 eV
Energy relative to the best compared isomer or geometry (same formula, charge and spin): 150.2 kcal/mol
E_tot: -10783.78822 eV

DFT (wB97M-V/def2-TZVPD) results for a gas-phase ion, C4H8N3O (charge +1) at a distorted geometry.

Cartesian coordinates (Å):
C (-0.46, -1.32, 0.61)
N (-0.11, 0.02, 0.12)
C (1.29, 0.27, 0.52)
C (-0.08, 0.15, -1.43)
N (-0.75, 1.35, -1.72)
N (-1.39, 1.86, -0.83)
C (-1.03, 1.09, 0.61)
O (-1.24, 1.45, 1.70)
H (0.10, -2.03, 0.01)
H (-0.05, -1.49, 1.61)
H (-1.51, -1.67, 0.58)
H (1.97, -0.55, 0.05)
H (1.50, 1.28, 0.19)
H (1.34, 0.10, 1.66)
H (-0.54, -0.83, -1.82)
H (0.96, 0.32, -1.85)

Max |F|: 3.27 eV Å⁻¹
SMILES string: C[N+]1(C)CN=NC1=O
Total charge: +1
Gap between HOMO and LUMO: 9.413 eV
LUMO level: -5.194 eV
Energy relative to the best compared isomer or geometry (same formula, charge and spin): 117.9 kcal/mol
E_tot: -10785.18691 eV

DFT (wB97M-V/def2-TZVPD) results for 2 unconnected molecules or ions with the total composition C4H8N3O4 at a distorted geometry.

Cartesian coordinates (Å):
C (-0.02, 2.33, 0.49)
C (1.05, -1.03, -1.03)
C (1.27, 0.41, -0.62)
C (0.12, 1.41, -0.68)
N (1.66, 0.39, 0.84)
N (-0.63, 1.62, -1.72)
N (-1.18, -0.24, 2.07)
O (0.94, 2.18, 1.33)
O (-0.80, 0.94, -2.76)
O (-0.98, 3.10, 0.50)
O (2.89, 0.30, 1.04)
H (0.16, -1.31, -0.69)
H (1.01, -0.95, -2.07)
H (1.94, -1.46, -0.69)
H (2.19, 0.88, -1.00)
H (-1.29, 2.41, -1.74)
H (-1.83, 0.25, 1.43)
H (-0.70, -0.94, 1.51)
H (-0.44, 0.45, 2.15)

Max |F|: 4.46 eV Å⁻¹
Total charge: -1
Gap between HOMO and LUMO: 8.102 eV
LUMO level: 3.705 eV
Energy relative to the best compared isomer or geometry (same formula, charge and spin): 31.4 kcal/mol
E_tot: -16935.12077 eV

DFT (wB97M-V/def2-TZVPD) results for 2 unconnected molecules or ions with the total composition C4H8N3O4 at a distorted geometry.

Cartesian coordinates (Å):
C (-2.49, -0.30, -1.01)
C (0.68, 1.08, 0.67)
C (-0.70, 1.03, 0.02)
C (-0.97, -0.18, -0.82)
N (-1.74, 1.01, 1.09)
N (-0.18, -0.57, -1.87)
N (-0.80, -1.72, 0.49)
O (-3.11, 0.34, -0.12)
O (1.04, -1.16, -1.47)
O (-2.92, -0.99, -1.93)
O (-2.09, 2.13, 1.49)
H (0.83, 0.20, 1.28)
H (1.44, 1.12, -0.10)
H (0.75, 1.97, 1.30)
H (-0.84, 1.92, -0.62)
H (-0.70, -1.23, -2.45)
H (-1.17, -1.22, 1.30)
H (-1.56, -2.30, 0.14)
H (0.80, -1.61, -0.62)

Max |F|: 3.21 eV Å⁻¹
Total charge: -1
Gap between HOMO and LUMO: 8.046 eV
LUMO level: 3.743 eV
Energy relative to the best compared isomer or geometry (same formula, charge and spin): 35.7 kcal/mol
E_tot: -16934.93841 eV

DFT (wB97M-V/def2-TZVPD) results for 2 unconnected molecules or ions with the total composition C4H8N3OS at a distorted geometry.

Cartesian coordinates (Å):
C (1.70, -1.23, -0.38)
C (3.06, -1.43, -0.31)
C (-2.21, 0.68, 0.20)
C (2.64, 0.62, 0.28)
N (-1.09, 1.21, 0.32)
N (-2.50, -0.56, 0.39)
N (1.46, 0.02, 0.11)
O (3.61, -0.29, 0.14)
S (-3.53, 1.83, -0.24)
H (0.98, -1.95, -0.55)
H (3.71, -2.18, -0.66)
H (2.73, 1.54, 0.85)
H (-4.18, 0.82, -1.01)
H (-1.13, 2.20, 0.14)
H (-1.70, -1.14, 0.31)
H (-3.44, -0.86, 0.31)
H (-0.12, 0.70, 0.10)

Max |F|: 4.72 eV Å⁻¹
Total charge: +1
Gap between HOMO and LUMO: 9.785 eV
LUMO level: -3.348 eV
Energy relative to the best compared isomer or geometry (same formula, charge and spin): 31.5 kcal/mol
E_tot: -21623.39031 eV

DFT (wB97M-V/def2-TZVPD) results for a gas-phase ion, C4H8N3S (charge +1) at a distorted geometry.

Cartesian coordinates (Å):
H (0.97, 1.60, -0.69)
N (0.37, 0.80, -0.74)
N (-0.78, 0.78, -0.30)
C (-1.32, 2.03, 0.34)
C (-1.37, -0.47, 0.06)
S (-2.97, -0.70, 0.17)
C (-0.23, -1.41, 0.06)
N (0.93, -0.96, 0.20)
C (2.22, -1.51, -0.10)
H (-1.62, 2.74, -0.57)
H (-2.13, 1.63, 0.84)
H (-0.68, 2.64, 1.00)
H (-0.64, -2.39, -0.01)
H (2.47, -1.06, -0.97)
H (2.09, -2.54, -0.14)
H (2.69, -1.19, 0.85)

Max |F|: 4.76 eV Å⁻¹
SMILES string: [H]/N=[N+](\C)C(=S)/C=N/C
Total charge: +1
Gap between HOMO and LUMO (alpha / beta): 7.249 / 7.251 eV
LUMO level (alpha / beta): -6.024 / -6.021 eV
Energy relative to the best compared isomer or geometry (same formula, charge and spin): 138.1 kcal/mol
E_tot: -19571.26705 eV

DFT (wB97M-V/def2-TZVPD) results for 2 unconnected molecules or ions with the total composition C4H8N3S at a distorted geometry.

Cartesian coordinates (Å):
C (-0.66, -0.19, 2.18)
C (0.53, 0.75, -1.82)
C (0.17, -1.17, 1.55)
C (-0.18, 2.04, -2.26)
N (0.09, -0.18, -1.15)
N (-0.33, -1.00, -0.49)
N (0.36, -2.44, 1.72)
S (1.07, 0.25, 1.84)
H (-1.50, 0.44, 1.61)
H (-0.80, -0.20, 3.25)
H (1.55, 0.78, -2.35)
H (-1.17, 1.99, -1.88)
H (-0.42, 1.93, -3.36)
H (0.49, 2.79, -1.91)
H (-0.45, -3.02, 1.51)
H (1.25, -2.76, 1.55)

Max |F|: 7.49 eV Å⁻¹
Total charge: +1
<S²>: 2.02
Gap between HOMO and LUMO (alpha / beta): 5.857 / 8.060 eV
LUMO level (alpha / beta): -4.497 / -6.227 eV
Energy relative to the best compared isomer or geometry (same formula, charge and spin): 95.6 kcal/mol
Spin multiplicity: 3
E_tot: -19569.92717 eV

DFT (wB97M-V/def2-TZVPD) results for C4H8N4 in the gas phase at a distorted geometry.

Cartesian coordinates (Å):
H (-2.09, -0.65, 2.18)
N (-1.09, -0.86, 2.07)
C (-0.61, -0.59, 0.95)
C (-0.93, -0.16, -0.38)
N (-2.14, -0.01, -1.06)
C (0.38, 0.08, -0.75)
N (0.95, 0.72, -1.81)
C (1.03, -0.44, 0.48)
N (1.96, 0.43, 1.14)
H (-2.92, -0.43, -0.58)
H (-2.10, -0.30, -2.03)
H (1.91, 1.00, -1.68)
H (0.38, 1.38, -2.32)
H (1.43, -1.46, 0.42)
H (2.33, -0.01, 1.98)
H (1.52, 1.30, 1.40)

Max |F|: 2.48 eV Å⁻¹
SMILES string: [H]/N=C1\C(N)=C(N)[C@H]1N
Gap between HOMO and LUMO: 8.338 eV
LUMO level: 0.824 eV
Energy relative to the best compared isomer or geometry (same formula, charge and spin): 34.8 kcal/mol
E_tot: -10236.73336 eV

DFT (wB97M-V/def2-TZVPD) results for C4H8N4 in the gas phase at a distorted geometry.

Cartesian coordinates (Å):
C (-1.73, -0.99, -0.15)
C (-1.69, 0.33, 0.26)
N (-0.86, 1.43, 0.07)
N (0.28, 1.16, -0.54)
C (1.53, 0.69, 0.20)
C (1.52, -0.88, -0.03)
N (0.28, -1.22, 0.55)
N (-0.43, -1.72, -0.47)
H (-2.61, -1.73, -0.01)
H (-2.65, 0.65, 0.94)
H (-1.19, 2.43, -0.42)
H (0.07, 0.20, -1.13)
H (1.13, 0.83, 1.24)
H (2.43, 1.37, -0.24)
H (1.69, -1.23, -0.96)
H (2.24, -1.30, 0.69)

Max |F|: 7.48 eV Å⁻¹
SMILES string: C1=C\NNCC/N=N/1
Gap between HOMO and LUMO: 8.401 eV
LUMO level: -0.010 eV
Energy relative to the best compared isomer or geometry (same formula, charge and spin): 176.0 kcal/mol
E_tot: -10230.61118 eV